2 unconnected molecules or ions with the total composition CH2N2O2S, computed with ωB97M-V/def2-TZVPD.

Last column: Mulliken charge in e.
Atoms and positions in Å:
C1 2.162 -0.235 -0.177  0.042
N1 -0.661 0.893 -0.376  -0.644
N2 -1.100 -0.094 0.211  1.055
O1 -0.461 -1.379 -0.167  -0.453
O2 -1.883 -0.210 1.103  -0.595
S1 3.196 0.623 0.548  -0.061
H1 -0.050 -1.352 -1.026  0.393
H2 -1.203 1.754 -0.117  0.264

As for the charge: 0. The calculation puts the max |F| at 2.8 eV Å⁻¹. The calculation puts the energy relative to the best compared isomer or geometry (same formula, charge and spin) at 179.3 kcal per mole. Its spin multiplicity is 1. The value obtained for the gap between HOMO and LUMO is 10.654 eV. The total energy is -18973.5524 eV.